{
  "formula": "CH6NPS",
  "method": "the ωB97M-V functional and the def2-TZVPD basis",
  "symbols": ["H", "N", "P", "H", "C", "S", "H", "H", "H", "H"],
  "xyz": [[1.990248, 2.822662, -1.184857], [2.323244, 2.034902, -0.344780], [1.719735, 0.655773, -0.053932], [2.710776, 0.059037, 0.942789], [-1.378332, -1.101318, 0.570535], [-1.009190, -1.001573, -1.141984], [-0.607666, -0.688142, 1.153591], [-2.428800, -0.590183, 0.731981], [-1.525824, -2.166698, 0.816278], [-1.794192, -0.024458, -1.489622]],
  "atomic_forces_ev_per_a": [[0.69, -3.52, 3.38], [0.32, 3.99, -2.99], [-0.05, -1.08, 0.50], [-0.56, 0.84, -0.66], [-3.68, -0.25, 0.27], [0.67, -1.11, -1.43], [0.78, 0.71, 0.96], [2.30, -0.91, 0.07], [0.17, 0.50, 0.05], [-0.64, 0.84, -0.16]],
  "nbo_charge": [0.4172, -1.1435, 0.8473, -0.1279, -0.7605, -0.0120, 0.2049, 0.2344, 0.2282, 0.1119],
  "e_above_lowest_ev": 3.086,
  "fmax_ev_per_a": 5.0,
  "lumo_energy_ev": -0.143,
  "homo_energy_ha": -0.305
}